47
Properties=species:S:1:pos:R:3 method="wB97M-V/def2-TZVPD" max_force_ev_per_a=2.34 mol_weight_g_mol=259.4 e_above_lowest_kcal_mol=31.46 orbital_gap_ev=9.219
C -3.290 -2.565 -2.390
O -2.593 -1.329 -2.180
C -2.876 -0.754 -0.901
C -2.972 0.816 -0.942
C -1.590 1.557 -0.819
C -0.559 1.233 -1.977
C 0.904 1.426 -1.400
C 1.909 0.250 -1.716
C 1.304 -1.205 -1.578
C 2.179 -2.216 -0.734
C 2.600 -1.661 0.701
C 1.323 -1.039 1.371
C 1.535 -0.656 2.918
P -0.009 0.294 3.467
C 0.390 2.124 3.705
C 0.662 2.900 2.374
N 1.831 3.000 1.818
H -2.566 -3.257 -2.914
H -3.646 -3.056 -1.452
H -4.111 -2.374 -3.137
H -3.897 -1.128 -0.583
H -2.165 -1.053 -0.083
H -3.591 1.145 -1.824
H -3.581 1.115 -0.035
H -1.182 1.409 0.216
H -1.815 2.664 -0.899
H -0.738 0.260 -2.494
H -0.711 2.033 -2.761
H 1.337 2.350 -1.888
H 0.881 1.677 -0.302
H 2.796 0.399 -1.033
H 2.300 0.382 -2.756
H 0.249 -1.235 -1.202
H 1.261 -1.630 -2.625
H 3.050 -2.638 -1.307
H 1.509 -3.102 -0.515
H 2.984 -2.553 1.279
H 3.467 -0.954 0.610
H 0.501 -1.813 1.286
H 0.942 -0.112 0.875
H 1.536 -1.618 3.484
H 2.480 -0.065 2.995
H -0.949 0.237 2.380
H -0.540 2.578 4.159
H 1.199 2.266 4.471
H -0.197 3.426 1.882
H 2.449 2.473 2.455



56
Properties=species:S:1:pos:R:3 method="wB97M-V/def2-TZVPD" max_force_ev_per_a=7.43 charge=+1 mol_weight_g_mol=505.4 orbital_gap_ev=1.327
C 3.559 1.408 -0.905
C 2.474 1.657 0.124
C 1.109 1.959 -0.500
C 0.738 3.429 -0.714
O -0.621 3.629 -0.361
Al -1.882 3.738 -1.558
B -3.257 2.031 -1.736
O -3.322 1.467 -2.991
N -3.998 1.528 -0.648
C -4.023 0.061 -0.547
C -3.718 2.124 0.666
H 3.823 2.291 -1.446
H 4.443 1.132 -0.357
H 3.271 0.580 -1.550
H 2.763 2.415 0.860
H 2.379 0.719 0.669
H 1.003 1.403 -1.432
H 0.351 1.579 0.183
H 1.367 4.072 -0.084
H 0.920 3.720 -1.755
H -2.679 5.302 -1.192
H -1.107 4.105 -2.950
H -3.796 2.029 -3.608
H -4.782 -0.259 0.166
H -3.066 -0.362 -0.237
H -4.301 -0.384 -1.497
H -3.776 3.207 0.592
H -4.453 1.776 1.388
H -2.723 1.864 1.036
Cs 5.425 3.060 -0.646
O 9.085 -1.018 -0.857
C 8.268 -1.866 -1.117
O 7.186 -1.605 -1.853
C 6.284 -2.751 -1.901
C 7.188 -3.940 -1.595
C 8.234 -3.316 -0.663
H 5.503 -2.601 -1.159
H 5.809 -2.800 -2.874
H 6.648 -4.779 -1.167
H 7.672 -4.281 -2.511
H 7.911 -3.339 0.379
H 9.223 -3.761 -0.746
Mg -1.355 6.356 -1.392
C -4.939 -1.660 3.578
C -6.141 -2.031 2.718
C -7.277 -2.669 3.526
C -6.842 -3.904 4.174
N -6.500 -4.877 4.684
H -4.490 -2.539 4.042
H -4.168 -1.183 2.971
H -5.224 -0.965 4.371
H -5.824 -2.719 1.932
H -6.525 -1.134 2.228
H -8.123 -2.905 2.879
H -7.628 -1.983 4.298
F 3.903 -3.014 -2.915